(1)
The following is a quantum chemistry calculation of a single C3H5P molecule at a distorted geometry, from the Open Molecules 2025 dataset.

Summary:
Calculated total energy (a.u.): -458.2753
ΔE to the lowest compared entry with this formula, charge and spin (kcal/mol): 192.2
Highest occupied orbital energy (alpha / beta) (eV): -8.4 / -8.7
LUMO level (alpha / beta) (eV): -1.200 / -1.702

Last column: Löwdin charge in e.
Geometry (Å):
C (-0.769, 0.425, 0.198)  -0.19
C (-0.387, -1.423, -1.641)  -0.22
C (0.452, 1.293, -0.021)  -0.23
P (-0.513, -1.355, -0.001)  0.49
H (0.487, 2.120, -0.818)  0.11
H (0.651, 1.756, 0.884)  0.03
H (1.242, 0.637, -0.202)  0.01
H (0.544, -1.848, 1.025)  0.03
H (-1.706, -1.606, 0.577)  -0.04

Atoms 1-2, force components in eV/Å:
1.06 0.68 -0.98
0.35 0.43 -2.08

(2)
The following is a quantum chemistry calculation of 8 unconnected molecules or ions with the total composition C4H25NO8 at a distorted geometry, from the Open Molecules 2025 dataset.

Summary:
Calculated total energy (a.u.): -824.0138
ΔE to the lowest compared entry with this formula, charge and spin (kcal/mol): 58.2
Highest occupied orbital energy (eV): -9.4
LUMO level (eV): -0.054
SMILES: COC[C@H](C)N.O.O.O.O.O.O.O

Last column: Löwdin charge in e.
Geometry (Å):
O (2.671, 0.070, 1.036)  -0.04
H (3.550, 0.446, 1.018)  0.05
H (2.696, -0.566, 1.750)  0.05
O (0.110, 1.252, 2.344)  -0.04
H (0.873, 0.947, 1.854)  0.02
H (-0.639, 1.002, 1.802)  0.03
O (0.801, -0.558, 4.765)  -0.06
H (0.437, 0.314, 4.918)  0.00
H (0.145, -1.000, 4.226)  0.02
O (-3.241, 1.724, 3.479)  -0.03
H (-2.813, 1.270, 2.753)  0.01
H (-4.129, 1.895, 3.166)  0.05
O (-3.735, 0.467, 0.364)  -0.05
H (-2.945, 1.007, 0.338)  -0.03
H (-4.411, 1.047, 0.714)  0.03
O (-1.974, 2.652, 0.399)  -0.03
H (-1.137, 2.782, -0.045)  0.06
H (-2.177, 3.504, 0.785)  0.07
O (-0.724, 2.477, 4.596)  -0.07
H (-1.658, 2.494, 4.387)  -0.01
H (-0.310, 2.108, 3.816)  -0.04
C (-0.246, -0.828, -1.274)  -0.07
C (0.534, -0.813, -2.577)  -0.43
C (1.530, -1.955, -2.600)  -0.23
O (2.203, -1.713, -3.767)  -0.18
C (3.071, -2.734, -4.063)  -0.12
N (-0.458, -0.794, -3.698)  0.04
H (-1.240, -0.409, -1.429)  0.07
H (0.257, -0.192, -0.545)  0.05
H (-0.289, -1.743, -0.683)  0.08
H (0.927, 0.203, -2.616)  0.13
H (0.997, -2.903, -2.535)  0.14
H (2.140, -1.754, -1.720)  0.13
H (2.500, -3.663, -4.064)  0.10
H (4.057, -2.666, -3.605)  0.10
H (3.201, -2.621, -5.139)  0.09
H (-0.778, 0.164, -3.697)  0.06
H (0.203, -0.913, -4.453)  0.05

Atoms 1-2, force components in eV/Å:
-0.39 0.09 -0.16
0.22 0.19 -0.03

(3)
The following is a quantum chemistry calculation of a molecular structure, C25H20F12NO3S2W, from the Open Molecules 2025 dataset.

Summary:
Calculated total energy (a.u.): -3306.5159
ΔE to the lowest compared entry with this formula, charge and spin (kcal/mol): 2.0
Highest occupied orbital energy (alpha / beta) (eV): -13.8 / -14.4
Charge: +2
LUMO level (alpha / beta) (eV): -7.955 / -8.245
Multiplicity: 2

Last column: Löwdin charge in e.
Geometry (Å):
W (0.425, 1.134, -0.714)  1.68
C (-5.833, -0.892, 1.989)  -0.01
C (-4.480, -0.814, 1.358)  -0.20
C (-3.485, -1.746, 1.641)  0.02
C (-2.248, -1.660, 1.042)  0.02
C (-1.942, -0.623, 0.135)  -0.18
N (-0.665, -0.628, -0.433)  -0.02
C (-0.080, -1.895, -0.630)  -0.22
C (-0.859, -2.883, -1.242)  0.02
C (-0.346, -4.142, -1.482)  0.01
C (0.950, -4.468, -1.096)  -0.21
C (1.523, -5.829, -1.348)  -0.02
C (1.722, -3.478, -0.485)  0.05
C (1.252, -2.194, -0.264)  -0.06
C (2.119, -1.164, 0.435)  -0.23
O (1.784, 0.119, -0.032)  -0.24
C (3.640, -1.297, 0.125)  -0.57
F (3.814, -1.473, -1.185)  0.19
F (4.185, -2.313, 0.783)  0.20
F (4.274, -0.176, 0.474)  0.18
C (1.859, -1.163, 1.967)  -0.55
F (2.019, -2.371, 2.478)  0.22
F (2.658, -0.305, 2.598)  0.19
F (0.590, -0.770, 2.187)  0.16
C (-2.923, 0.374, -0.099)  -0.05
C (-4.164, 0.237, 0.488)  0.06
C (-2.637, 1.554, -1.009)  -0.23
O (-1.256, 1.813, -0.970)  -0.24
C (-3.286, 2.891, -0.549)  -0.57
F (-4.596, 2.914, -0.759)  0.20
F (-3.050, 3.063, 0.755)  0.19
F (-2.732, 3.907, -1.204)  0.19
C (-2.995, 1.207, -2.479)  -0.56
F (-4.288, 0.945, -2.592)  0.21
F (-2.662, 2.185, -3.313)  0.20
F (-2.304, 0.110, -2.839)  0.15
H (-6.108, -1.922, 2.207)  0.09
H (-6.595, -0.454, 1.346)  0.09
H (-5.842, -0.341, 2.933)  0.11
H (-3.678, -2.550, 2.341)  0.14
H (-1.489, -2.385, 1.293)  0.13
H (-1.865, -2.636, -1.552)  0.14
H (-0.967, -4.882, -1.972)  0.13
H (0.740, -6.585, -1.378)  0.09
H (2.240, -6.107, -0.578)  0.09
H (2.042, -5.850, -2.308)  0.10
H (2.722, -3.744, -0.171)  0.13
H (-4.935, 0.963, 0.274)  0.14
O (1.148, 2.796, 0.149)  -0.69
S (1.698, 4.259, 0.295)  1.14
C (3.253, 4.230, -0.640)  -0.27
C (4.400, 4.234, 0.377)  -0.20
C (3.878, 3.531, 1.625)  -0.21
C (2.522, 4.173, 1.896)  -0.28
H (3.234, 5.063, -1.340)  0.10
H (3.209, 3.298, -1.208)  0.10
H (4.681, 5.260, 0.617)  0.13
H (5.273, 3.748, -0.054)  0.13
H (4.536, 3.665, 2.482)  0.13
H (3.760, 2.458, 1.460)  0.11
H (2.612, 5.207, 2.238)  0.12
H (1.842, 3.645, 2.564)  0.11
S (0.974, 0.175, -4.035)  0.95
C (0.731, 0.587, -2.594)  -0.76

Atoms 1-2, force components in eV/Å:
-0.37 0.17 0.03
-0.04 -0.04 -0.03

(4)
The following is a quantum chemistry calculation of a molecular structure, C23H24I2InN9OS, from the Open Molecules 2025 dataset.

Summary:
Calculated total energy (a.u.): -2642.2159
ΔE to the lowest compared entry with this formula, charge and spin (kcal/mol): 24.7
Highest occupied orbital energy (eV): -12.6
Charge: +2
LUMO level (eV): -6.060

Last column: Löwdin charge in e.
Geometry (Å):
In (0.495, 0.655, -0.086)  0.73
I (-5.675, 0.626, 4.408)  0.94
C (-3.932, 0.197, 3.353)  -0.74
C (-3.769, -1.040, 2.748)  -0.21
C (-2.609, -1.305, 2.034)  -0.61
I (-2.319, -3.234, 1.276)  0.99
C (-1.589, -0.353, 1.898)  -0.41
O (-0.461, -0.616, 1.216)  -0.27
C (-1.742, 0.858, 2.590)  -0.17
C (-0.594, 1.826, 2.643)  -0.13
N (-0.262, 2.396, 1.303)  -0.10
C (-1.349, 3.197, 0.735)  -0.10
C (-1.627, 2.878, -0.710)  -0.22
C (-2.710, 3.468, -1.347)  0.02
C (-2.915, 3.233, -2.690)  0.00
C (-2.015, 2.425, -3.379)  -0.01
C (-0.976, 1.862, -2.681)  -0.10
N (-0.789, 2.067, -1.359)  0.04
C (-2.914, 1.130, 3.289)  -0.11
H (-4.533, -1.800, 2.842)  0.09
H (0.305, 1.324, 2.999)  0.09
H (-0.828, 2.633, 3.339)  0.14
H (0.562, 2.979, 1.410)  0.13
H (-1.119, 4.261, 0.805)  0.15
H (-2.262, 3.029, 1.306)  0.14
H (-3.377, 4.108, -0.780)  0.14
H (-3.758, 3.680, -3.201)  0.13
H (-2.121, 2.235, -4.438)  0.13
H (-0.249, 1.241, -3.183)  0.10
H (-3.019, 2.075, 3.812)  0.11
N (3.768, 0.731, -3.239)  0.07
C (3.269, 1.346, -2.168)  -0.10
N (2.127, 0.762, -1.846)  0.05
C (1.993, -0.223, -2.776)  -0.32
N (2.968, -0.275, -3.647)  0.17
C (0.804, -1.076, -2.780)  -0.20
C (0.490, -1.956, -3.801)  -0.02
N (-0.685, -2.579, -3.832)  0.14
C (-1.538, -2.340, -2.841)  -0.05
C (-1.211, -1.503, -1.782)  -0.09
N (-0.037, -0.879, -1.761)  0.06
H (4.613, 0.941, -3.752)  0.18
H (3.735, 2.177, -1.662)  0.15
H (1.192, -2.148, -4.603)  0.13
H (-2.505, -2.826, -2.886)  0.13
H (-1.874, -1.353, -0.942)  0.07
C (1.641, -1.908, 3.274)  0.00
N (2.379, -2.093, 2.031)  -0.11
C (2.824, -3.438, 1.628)  -0.06
C (3.612, -3.179, 0.330)  -0.08
N (3.480, -1.720, 0.177)  0.04
C (2.805, -1.171, 1.197)  -0.71
S (2.583, 0.546, 1.371)  0.75
H (0.777, -2.570, 3.280)  0.10
H (1.301, -0.885, 3.344)  0.06
H (2.290, -2.145, 4.118)  0.11
H (1.960, -4.081, 1.476)  0.13
H (3.437, -3.867, 2.419)  0.14
H (3.173, -3.689, -0.523)  0.12
H (4.656, -3.470, 0.410)  0.13
H (4.121, -1.165, -0.365)  0.14

Atoms 1-2, force components in eV/Å:
-0.03 0.32 0.07
0.01 -0.01 -0.02

(5)
The following is a quantum chemistry calculation of 2 unconnected molecules or ions with the total composition Cl2, from the Open Molecules 2025 dataset.

Summary:
Calculated total energy (a.u.): -920.1677
ΔE to the lowest compared entry with this formula, charge and spin (kcal/mol): 113.5
Highest occupied orbital energy (alpha / beta) (eV): -10.3 / -10.2
LUMO level (alpha / beta) (eV): -6.653 / -6.715

Last column: Löwdin charge in e.
Geometry (Å):
Cl (-2.164, 0.000, 0.000)  0.00
Cl (2.164, 0.000, 0.000)  0.00

Force components x, y, z for each atom (eV/Å):
0.68 0.00 0.00
-0.68 0.00 0.00

(6)
The following is a quantum chemistry calculation of a single C4H11NO molecule at a distorted geometry, from the Open Molecules 2025 dataset.

Summary:
Calculated total energy (a.u.): -288.9449
ΔE to the lowest compared entry with this formula, charge and spin (kcal/mol): 45.2
Highest occupied orbital energy (eV): -9.2
LUMO level (eV): 0.939
SMILES: CNC[C@@H](C)O

Last column: Löwdin charge in e.
Geometry (Å):
C (0.410, 0.113, 2.687)  -0.12
N (-0.297, 0.121, 1.354)  -0.13
C (0.618, 0.211, 0.214)  -0.19
C (-0.307, 0.307, -1.089)  -0.42
C (0.541, 0.188, -2.379)  -0.06
O (-1.169, -0.810, -1.018)  -0.05
H (0.052, 0.972, 3.262)  0.07
H (0.177, -0.853, 3.137)  0.07
H (1.525, 0.051, 2.672)  0.08
H (-0.725, -0.784, 1.507)  0.07
H (1.293, -0.673, 0.192)  0.12
H (1.273, 1.064, 0.288)  0.11
H (-0.837, 1.278, -1.193)  0.14
H (-0.251, 0.277, -3.174)  0.10
H (1.138, -0.722, -2.318)  0.08
H (1.137, 1.100, -2.361)  0.07
H (-1.485, -1.121, -0.173)  0.07

Atoms 1-2, force components in eV/Å:
0.39 0.00 -0.46
1.17 0.19 1.90

(7)
The following is a quantum chemistry calculation of a molecular structure, C31H28CoO4SbSe4 at a distorted geometry, from the Open Molecules 2025 dataset.

Summary:
Calculated total energy (a.u.): -12727.9305
Highest occupied orbital energy (alpha / beta) (eV): -1.2 / -2.1
Charge: -2
LUMO level (alpha / beta) (eV): 4.185 / 2.361
Multiplicity: 5

Last column: Löwdin charge in e.
Geometry (Å):
Co (1.898, -0.311, -2.335)  0.01
Se (5.088, -2.809, -5.449)  -0.28
Sb (4.025, -0.678, -4.967)  -0.26
Se (1.465, -0.864, -4.545)  0.07
Se (4.192, -0.038, -2.449)  0.07
Se (4.622, 1.128, -6.476)  0.00
C (-2.392, -0.734, 2.893)  0.02
C (-1.721, 0.367, 2.062)  -0.58
C (-2.140, 1.761, 2.547)  0.02
O (-2.076, 0.219, 0.709)  -0.01
C (-0.902, 0.262, -0.082)  -0.16
C (0.202, -0.137, 0.898)  -0.16
O (-0.322, 0.227, 2.163)  -0.01
C (1.584, 0.542, 0.684)  -0.45
O (2.114, 0.102, -0.493)  -0.33
C (2.567, 0.141, 1.779)  -0.12
C (3.713, 0.915, 1.952)  -0.02
C (4.695, 0.541, 2.846)  -0.09
C (4.561, -0.627, 3.579)  -0.12
C (3.436, -1.412, 3.404)  -0.10
C (2.449, -1.035, 2.512)  -0.01
C (1.399, 2.061, 0.711)  -0.14
C (1.234, 2.734, 1.918)  -0.05
C (1.084, 4.109, 1.938)  -0.10
C (1.098, 4.831, 0.755)  -0.12
C (1.264, 4.171, -0.449)  -0.08
C (1.413, 2.796, -0.466)  -0.01
C (-1.075, -0.656, -1.325)  -0.45
O (-0.004, -0.498, -2.154)  -0.33
C (-1.247, -2.101, -0.849)  -0.15
C (-0.207, -3.012, -0.968)  -0.01
C (-0.355, -4.322, -0.551)  -0.08
C (-1.556, -4.739, -0.005)  -0.12
C (-2.604, -3.841, 0.118)  -0.10
C (-2.453, -2.531, -0.302)  -0.04
C (-2.305, -0.252, -2.132)  -0.12
C (-2.836, 1.032, -2.112)  -0.02
C (-3.873, 1.381, -2.958)  -0.10
C (-4.395, 0.456, -3.846)  -0.12
C (-3.866, -0.823, -3.883)  -0.09
C (-2.829, -1.170, -3.042)  -0.02
H (-3.470, -0.687, 2.782)  0.08
H (-2.120, -0.604, 3.936)  0.08
H (-2.040, -1.701, 2.545)  0.08
H (-3.221, 1.846, 2.485)  0.08
H (-1.682, 2.510, 1.908)  0.08
H (-1.813, 1.921, 3.569)  0.08
H (-0.708, 1.289, -0.434)  0.15
H (0.341, -1.230, 0.840)  0.15
H (3.834, 1.817, 1.370)  0.12
H (5.571, 1.163, 2.972)  0.09
H (5.334, -0.928, 4.272)  0.08
H (3.323, -2.331, 3.966)  0.09
H (1.582, -1.665, 2.399)  0.11
H (1.234, 2.173, 2.841)  0.12
H (0.969, 4.625, 2.884)  0.09
H (0.979, 5.905, 0.774)  0.08
H (1.288, 4.726, -1.377)  0.10
H (1.560, 2.280, -1.410)  0.11
H (0.730, -2.686, -1.409)  0.11
H (0.465, -5.017, -0.660)  0.10
H (-1.676, -5.761, 0.326)  0.08
H (-3.551, -4.168, 0.532)  0.09
H (-3.274, -1.834, -0.216)  0.12
H (-2.450, 1.772, -1.429)  0.11
H (-4.274, 2.386, -2.923)  0.09
H (-5.200, 0.734, -4.510)  0.08
H (-4.264, -1.554, -4.574)  0.09
H (-2.410, -2.164, -3.090)  0.12

Atoms 1-2, force components in eV/Å:
-0.87 0.05 0.77
0.19 0.37 -0.43

(8)
The following is a quantum chemistry calculation of 2 unconnected molecules or ions with the total composition C3H9O2PS at a distorted geometry, from the Open Molecules 2025 dataset.

Summary:
Calculated total energy (a.u.): -1009.6186
ΔE to the lowest compared entry with this formula, charge and spin (kcal/mol): 0.0
Highest occupied orbital energy (alpha / beta) (eV): -8.2 / -10.2
LUMO level (alpha / beta) (eV): 0.816 / -0.932
Multiplicity: 3

Last column: Löwdin charge in e.
Geometry (Å):
C (-3.267, -1.250, 0.037)  -0.24
C (-0.987, 0.509, 0.234)  -0.25
C (3.629, 1.154, 0.134)  -0.37
O (-1.967, -0.544, -2.193)  -0.41
O (2.876, -1.373, 0.157)  -0.59
P (-1.705, -0.897, -0.791)  0.71
S (4.106, -0.605, 0.011)  0.79
H (-3.107, -0.849, 0.976)  0.00
H (-4.190, -0.941, -0.495)  0.07
H (-3.456, -2.278, 0.044)  0.01
H (-0.602, 1.146, -0.498)  -0.02
H (-1.815, 1.232, 0.683)  0.09
H (-0.183, 0.355, 0.992)  0.04
H (4.626, 1.774, -0.059)  0.08
H (3.306, 1.138, 1.249)  0.05
H (2.735, 1.429, -0.482)  0.04

Atoms 1-2, force components in eV/Å:
-0.74 -0.09 -1.98
-1.68 0.88 1.62

Q: What is the formula in the fourth record?
A: C23H24I2InN9OS

Q: Which value of calculated total energy does entry 1 give?
A: -458.2753 a.u.

Q: Which value of calculated total energy does entry 4 give?
A: -2642.2159 a.u.

Q: Number 7 is which compound?
A: C31H28CoO4SbSe4